Computed, not measured: a cluster of 2 separate species, C32H61FNO3 in total in a non-equilibrium geometry, with wB97M-V/def2-TZVPD.

Last column: Löwdin charge in e.
CARTESIAN COORDINATES (ANGSTROEM)
C 7.8900 3.9825 2.4411  -0.114
C 8.8620 4.1072 1.2691  -0.274
C 9.9100 2.9824 1.2484  -0.224
C 10.6000 2.8325 -0.1170  -0.211
C 10.3611 1.4811 -0.8053  -0.207
C 8.8790 1.0657 -0.8329  -0.223
C 8.5019 0.3294 -2.1141  -0.217
C 7.1270 -0.3462 -2.0796  -0.208
C 6.0124 0.4916 -1.4256  -0.209
C 4.6037 0.1211 -1.9253  -0.200
C 3.7622 -0.6004 -0.8611  -0.220
C 2.6246 -1.4182 -1.4658  -0.194
C 1.7263 -2.0857 -0.4083  -0.188
C 0.2230 -1.9509 -0.6869  -0.135
C -0.4141 -0.6728 -0.1144  -0.201
C 0.1432 -0.1195 1.1313  0.054
N -0.7464 0.0664 2.0290  0.140
C -2.0592 -0.4835 1.6381  -0.071
C -1.9668 -0.6073 0.0974  -0.214
C -2.7988 -1.7749 -0.4324  -0.163
C -4.2224 -1.3421 -0.8140  -0.182
C -5.1802 -1.1537 0.3815  -0.188
C -6.0472 0.1244 0.3145  -0.209
C -7.5410 -0.1571 0.4894  -0.230
C -8.4005 1.0948 0.3205  -0.217
C -9.8994 0.7884 0.2068  -0.203
C -10.6886 1.8308 -0.6161  -0.200
C -11.9954 2.3197 0.0413  -0.223
C -13.1937 2.3261 -0.9004  -0.277
C -13.0502 3.3131 -2.0583  -0.116
H 8.4235 3.6567 3.3347  0.071
H 7.4232 4.9399 2.6676  0.065
H 7.1173 3.2499 2.2145  0.065
H 8.3075 4.0555 0.3280  0.092
H 9.3749 5.0690 1.2687  0.108
H 10.6626 3.2333 1.9985  0.109
H 9.4398 2.0539 1.5724  0.102
H 11.6767 2.9801 -0.0280  0.104
H 10.2419 3.6166 -0.7893  0.107
H 10.7598 1.5300 -1.8198  0.106
H 10.9353 0.7179 -0.2749  0.112
H 8.6938 0.3985 0.0115  0.116
H 8.2633 1.9585 -0.7254  0.096
H 8.5419 1.0132 -2.9669  0.117
H 9.2593 -0.4320 -2.3174  0.113
H 6.8313 -0.6039 -3.0974  0.102
H 7.2049 -1.2894 -1.5312  0.114
H 6.0668 0.3380 -0.3458  0.106
H 6.2119 1.5523 -1.5826  0.105
H 4.0760 1.0305 -2.2167  0.110
H 4.6873 -0.5326 -2.7936  0.104
H 3.3754 0.1329 -0.1439  0.105
H 4.4285 -1.2581 -0.2963  0.118
H 3.0914 -2.1968 -2.0712  0.121
H 2.0575 -0.7922 -2.1613  0.114
H 1.9604 -3.1494 -0.4014  0.106
H 2.0110 -1.7241 0.5809  0.090
H 0.0904 -1.9067 -1.7678  0.124
H -0.3118 -2.8454 -0.3678  0.117
H -0.1724 0.1094 -0.8511  0.172
H 1.1753 0.1588 1.3018  0.159
H -0.6103 0.4986 2.9331  0.185
H -2.0800 -1.4995 2.0466  0.140
H -2.9104 0.0322 2.0668  0.130
H -2.3189 0.3328 -0.3250  0.151
H -2.3264 -2.1631 -1.3345  0.114
H -2.8803 -2.5771 0.3004  0.122
H -4.1876 -0.4234 -1.4004  0.106
H -4.6535 -2.0991 -1.4687  0.116
H -4.6509 -1.1800 1.3349  0.089
H -5.8707 -1.9976 0.4070  0.108
H -5.7596 0.8345 1.0930  0.109
H -5.9137 0.6128 -0.6524  0.105
H -7.7039 -0.5499 1.4974  0.121
H -7.8645 -0.9290 -0.2128  0.114
H -8.2584 1.7176 1.2066  0.117
H -8.0921 1.6592 -0.5607  0.108
H -10.3543 0.7471 1.1977  0.102
H -10.0619 -0.1991 -0.2300  0.107
H -10.0507 2.6988 -0.7906  0.103
H -10.9231 1.4328 -1.6047  0.104
H -12.2401 1.7271 0.9239  0.100
H -11.8518 3.3449 0.3929  0.108
H -14.0937 2.5831 -0.3383  0.102
H -13.3644 1.3304 -1.3176  0.107
H -12.7887 4.3126 -1.7114  0.073
H -13.9944 3.3977 -2.5972  0.068
H -12.3108 2.9712 -2.7826  0.065
C 1.6906 -6.0798 2.8490  -0.045
C 2.3149 -6.6107 1.5764  -0.307
O 2.8559 -5.4346 0.9928  0.123
C 3.1259 -4.5568 1.9973  -0.561
O 3.7961 -3.5875 1.8827  0.175
O 2.5218 -4.9498 3.1426  0.073
F 1.3957 -7.1405 0.7379  0.082
H 0.6689 -5.7425 2.6680  0.141
H 1.7015 -6.7888 3.6714  0.143
H 3.1170 -7.3337 1.7289  0.177

## Properties
* 2S+1: 1
* net charge: +1
* largest force on an atom: 1.15 eV/A
* Kohn-Sham gap: 8.1 eV

***

Computed, not measured: a structure of composition H16O8Sr, with wB97M-V/def2-TZVPD.

Last column: Löwdin charge in e.
CARTESIAN COORDINATES (ANGSTROEM)
Sr -26.9696 2.3570 8.4523  1.655
O -24.6354 2.1873 7.2647  -0.094
H -24.1043 2.8530 7.7017  0.049
H -24.1148 1.9253 6.5054  0.089
O -28.5660 4.0346 9.5714  -0.105
H -29.1000 4.6723 9.0978  0.074
H -28.7300 4.2232 10.4954  0.078
O -27.7472 1.3891 10.6944  -0.112
H -27.3205 1.0641 11.4872  0.077
H -28.6814 1.2514 10.8511  0.071
O -29.4942 1.1439 7.9945  -0.071
H -30.3329 1.5347 8.2396  0.063
H -29.7273 0.4216 7.4112  0.071
O -26.1468 4.7286 7.6625  -0.098
H -26.4175 5.5907 7.3469  0.083
H -25.1961 4.7200 7.5513  0.050
O -26.1645 -0.0421 8.3790  -0.113
H -25.7250 -0.5329 9.0734  0.079
H -25.5634 -0.0878 7.6355  0.054
O -25.1672 2.8439 10.1600  -0.103
H -24.6318 2.2980 10.7360  0.085
H -24.8305 3.7306 10.2886  0.078
O -27.8765 2.8548 6.0991  -0.111
H -27.5503 2.6099 5.2332  0.078
H -28.4866 3.5730 5.9314  0.072

## Properties
* 2S+1: 1
* net charge: +2
* largest force on an atom: 0.83 eV/A
* energy above the lowest of the compared OMol25 structures with the same formula, charge and spin: 26.4 kJ/mol
* Kohn-Sham gap: 12.1 eV

***

Computed, not measured: a cluster of 2 separate species, C4H8O2 in total, with wB97M-V/def2-TZVPD.

Last column: Löwdin charge in e.
CARTESIAN COORDINATES (ANGSTROEM)
C 0.5406 2.0267 0.1938  -0.098
C -0.0526 0.7723 -0.4327  -0.195
C 0.4365 -0.4977 0.2281  -0.375
O 1.3298 -0.5470 1.0336  0.138
C -0.2572 -1.8171 -0.2149  -0.358
O 0.1620 -2.9618 0.2420  -0.111
H 0.2438 2.1170 1.2430  0.082
H 0.2044 2.9207 -0.3392  0.074
H 1.6328 1.9909 0.1645  0.080
H 0.2067 0.7069 -1.5000  0.127
H -1.1514 0.7858 -0.4012  0.118
H -1.5256 -1.5248 0.4640  0.192
H -0.6916 -1.7476 -1.2352  0.139
H -1.0442 -2.3641 0.6398  0.187

## Properties
* 2S+1: 1
* net charge: 0
* largest force on an atom: 0.56 eV/A
* energy above the lowest of the compared OMol25 structures with the same formula, charge and spin: 503.5 kJ/mol
* Kohn-Sham gap: 9.4 eV

***

Computed, not measured: an isolated molecule of C23H22N4O3S2 in a non-equilibrium geometry, with wB97M-V/def2-TZVPD.

Last column: Löwdin charge in e.
CARTESIAN COORDINATES (ANGSTROEM)
C -1.8732 2.2428 6.2872  -0.062
C -1.4928 0.8627 5.7743  -0.266
O -1.5429 0.8996 4.3616  -0.080
C -1.2365 -0.2276 3.6605  -0.288
C -0.8529 -1.4389 4.2248  -0.019
C -0.5628 -2.5192 3.4111  -0.024
C -0.6520 -2.4179 2.0271  -0.236
N -0.3506 -3.5470 1.2665  0.057
C -0.4725 -3.7177 -0.0651  -0.594
N -0.9017 -2.8705 -0.9342  0.098
C -0.8924 -3.3845 -2.1965  -0.400
C -1.3482 -2.5097 -3.3252  -0.040
C -0.5443 -1.2642 -3.3221  -0.340
N 0.7374 -1.1489 -3.3937  0.111
N 1.0325 0.1655 -3.3229  0.029
C -0.1013 0.7910 -3.2126  -0.688
S -0.3670 2.4892 -3.0935  1.037
C 1.3598 3.0670 -3.2797  -0.339
C 1.7779 3.9598 -2.1217  -0.425
O 2.1545 5.0890 -2.3424  0.095
C 1.6835 3.4046 -0.7605  -0.180
C 1.6570 2.0384 -0.4794  -0.022
C 1.5683 1.6014 0.8280  -0.028
C 1.5082 2.5028 1.8855  -0.260
C 1.3998 2.0317 3.2994  -0.039
C 1.5431 3.8657 1.6020  -0.031
C 1.6335 4.3112 0.3020  -0.005
O -1.1507 -0.0528 -3.2040  0.087
C -0.4460 -4.6588 -2.3057  -0.364
S -0.0079 -5.2862 -0.7548  1.024
C -1.0280 -1.2012 1.4607  -0.013
C -1.3131 -0.1241 2.2700  -0.001
H -1.1705 2.9853 5.9188  0.073
H -1.8613 2.2494 7.3732  0.076
H -2.8680 2.5057 5.9387  0.079
H -2.1955 0.1095 6.1567  0.126
H -0.4790 0.6005 6.1092  0.125
H -0.7770 -1.5591 5.2937  0.104
H -0.2661 -3.4556 3.8626  0.111
H -0.0343 -4.3537 1.7856  0.131
H -2.3973 -2.2370 -3.1933  0.133
H -1.2196 -3.0364 -4.2717  0.130
H 1.4164 3.6407 -4.2052  0.088
H 1.9767 2.1720 -3.3487  0.075
H 1.7381 1.3094 -1.2708  0.090
H 1.5469 0.5407 1.0334  0.110
H 2.0486 2.6151 3.9502  0.084
H 1.6611 0.9794 3.3817  0.083
H 0.3744 2.1557 3.6467  0.071
H 1.5016 4.5785 2.4131  0.114
H 1.6617 5.3668 0.0767  0.118
H -0.3437 -5.2636 -3.1820  0.067
H -1.0958 -1.1182 0.3893  0.090
H -1.6012 0.8225 1.8413  0.125

## Properties
* SMILES string: CCOc1ccc(Nc2nc(Cc3nnc(SCC(=O)c4ccc(C)cc4)o3)cs2)cc1
* 2S+1: 1
* net charge: 0
* largest force on an atom: 1.59 eV/A
* energy above the lowest of the compared OMol25 structures with the same formula, charge and spin: 131.5 kJ/mol
* Kohn-Sham gap: 8.1 eV